1.
Below is a gas-phase ion, C5H9F3N3 (charge +1) at a distorted geometry, with properties calculated with ωB97M-V/def2-TZVPD.

Atoms and positions in Å:
H (-0.2542, -0.6001, 2.2832)
H (1.6716, 0.2878, 0.9523)
H (0.8522, -0.7657, -0.2418)
C (0.6802, 0.0548, 0.4766)
F (-0.3356, 4.0066, -0.0883)
F (-2.1625, 3.5776, 0.9035)
F (-1.9581, 3.0612, -1.2106)
N (0.2612, 1.2617, -0.1848)
C (-1.3608, 3.1285, -0.0524)
H (-1.4635, -0.6153, -0.5126)
H (0.8349, 0.7526, -2.0216)
H (-0.9741, -2.0112, 0.2129)
C (0.8790, 1.6954, -1.4223)
N (-0.5291, -0.2539, 1.3346)
H (1.9084, 2.0055, -1.0032)
H (0.2063, 2.4199, -1.9624)
C (-0.7825, 1.7883, 0.4026)
H (-2.3654, -1.1335, 0.9916)
C (-1.4196, -1.0747, 0.4818)
N (-1.2696, 0.9399, 1.6530)

* energy relative to the best compared isomer or geometry (same formula, charge and spin): 3.266 eV
* LUMO: -4.04 eV
* SMILES: CN1C[N@H+](C)N=C1C(F)(F)F
* HOMO: -0.4992 Ha
* charge: +1
* HOMO-LUMO gap: 9.55 eV

***

2.
Below is a molecular structure, C42H66GeIrN4OP3, with properties calculated with ωB97M-V/def2-TZVPD.

Atoms and positions in Å:
C (-0.0883, 0.1601, -3.4805)
H (5.6067, 0.2376, 3.9105)
H (-3.1564, 1.6533, -3.0581)
H (4.5646, -1.0214, 2.1021)
C (-1.5549, 4.8940, -1.6124)
H (-2.5349, -3.2807, 2.7359)
H (5.4881, 1.5355, -0.6621)
H (2.0222, -1.2161, -4.1529)
C (3.4375, 0.9785, -0.9811)
H (0.4917, -4.6600, -2.2722)
H (0.6686, -2.6959, -0.8872)
C (-0.0705, -1.1803, 3.6923)
H (4.7883, -2.3530, -1.0236)
C (4.5332, 0.2963, 3.7820)
C (2.5368, -1.4558, 0.3886)
H (3.4236, 2.9700, -0.1423)
C (-1.9207, 3.3566, 4.6151)
H (-4.7118, 2.4294, 0.2292)
H (-1.8670, 4.0022, 2.5845)
C (-0.8268, 2.1234, 2.8460)
C (-0.2544, -3.0045, 5.2239)
H (0.0662, -3.5140, 6.1220)
C (-0.8187, 1.3010, 5.1309)
N (0.4040, 0.1438, 3.2857)
H (4.7085, -3.1383, -2.5955)
H (-2.5560, -2.5227, 0.9444)
H (-4.6978, -1.6094, -2.9048)
H (3.4428, -3.4330, -1.4102)
H (-4.3378, -3.9476, -1.9592)
C (-0.4424, 1.1967, 3.8089)
H (1.8125, 2.2580, -0.2948)
H (-4.1152, -3.2489, -0.3617)
C (-0.3058, -3.1680, -0.9226)
H (-2.5122, -2.6682, -2.8999)
O (0.6670, 0.7966, -4.3314)
P (-1.4461, -1.6890, -1.0108)
P (-1.1237, 2.1442, -1.0717)
H (-2.9017, -4.3467, -1.0293)
H (-2.6372, 4.7767, -1.6443)
H (1.7754, 1.6463, 5.1922)
C (-1.5600, 3.2326, 3.2796)
H (-0.1850, -3.5472, 1.2228)
H (-1.2656, -4.6118, -2.2549)
H (4.9250, 0.2938, 0.4449)
Ge (0.1466, 0.1012, 1.0819)
H (-0.3594, -3.3684, -3.1134)
H (1.5373, 1.9432, -2.8363)
H (-3.7923, 3.1745, -2.4353)
H (0.2396, 3.7887, -1.9876)
C (-1.5692, 2.3918, 5.5467)
C (-3.6819, 2.1116, -2.2189)
H (-1.2985, 5.7348, -2.2600)
C (2.3935, 1.0829, 4.5058)
C (-0.4129, -4.0765, 0.3000)
C (0.3611, -1.8205, 4.8306)
H (-3.4707, -0.3724, -2.6514)
H (2.5905, 1.4865, -4.2151)
H (-3.5495, 3.7442, 0.1215)
H (3.6013, -1.5376, 0.5900)
C (4.8723, 0.6365, -0.5879)
C (-0.8396, 3.6396, -2.1211)
H (-3.0401, -0.8737, 0.5890)
C (-3.9359, -1.2464, -2.2113)
H (-0.5256, 0.5345, 5.8370)
H (2.1773, -2.4644, 0.1746)
H (0.3043, 3.4222, 0.3654)
H (-0.4843, 4.1473, -4.1948)
C (-0.3697, -3.9908, -2.2178)
H (1.1649, -1.3887, 5.4156)
C (-3.6443, 2.6634, 0.2385)
H (-1.1208, -1.6475, -3.9072)
H (3.0627, -2.6356, -4.2486)
H (-1.8635, 2.4895, 6.5824)
H (5.3203, -0.1195, -1.2338)
C (2.4595, -2.0241, -3.5735)
H (-1.8269, -4.3890, 4.7845)
H (4.2489, 1.6467, 5.4306)
H (-1.2642, 5.1639, -0.5980)
Ir (0.0472, 0.1296, -1.4877)
H (1.6464, -2.6390, -3.1958)
C (-1.3079, -3.4927, 4.4692)
H (4.0316, -0.7864, -2.8451)
C (-1.1079, 3.4597, -3.6207)
C (2.5581, -0.3520, 2.5435)
H (-3.0111, 0.8323, -0.6430)
H (2.9025, 1.7286, 0.9956)
C (1.8154, 0.3325, 3.5069)
H (-0.7805, -0.6633, -5.3508)
H (-2.1453, 3.6898, -3.8606)
H (3.4552, 1.3942, -1.9910)
H (-3.2564, 2.3831, 1.2188)
C (-1.0505, -1.7136, 2.8537)
C (-2.9561, 1.8913, -0.8877)
C (3.9393, -0.4140, 2.7417)
C (1.5962, 1.8068, -3.9118)
H (-0.9073, 2.4528, -3.9687)
C (-0.6193, 2.8454, 0.5342)
H (-4.6838, 1.6829, -2.1713)
N (-1.2393, -1.0491, 1.6454)
C (-2.1717, -1.5405, 0.6777)
H (-1.3967, -4.5363, 0.4030)
H (0.3123, -4.8892, 0.1988)
C (-3.5916, -3.5424, -1.2723)
C (3.3211, -1.5049, -2.4253)
C (2.8538, 2.0425, -0.0494)
H (1.3308, 2.7251, -4.4279)
C (4.1078, -2.6677, -1.8149)
H (-2.0521, -0.1939, -4.2094)
C (3.7784, 1.0785, 4.6406)
N (-0.4642, 1.8385, 1.5314)
C (-1.7096, -2.8615, 3.2958)
H (-2.4961, 4.2202, 4.9243)
H (-1.3882, 3.5624, 0.8064)
C (-2.9112, -2.3451, -1.9369)
H (-4.4465, -0.9408, -1.2946)
N (1.8124, -0.8818, 1.4865)
C (-1.0599, -0.6383, -4.2960)
P (2.3420, -0.5058, -1.1732)

* energy relative to the best compared isomer or geometry (same formula, charge and spin): 0.310 eV
* LUMO (spin up / spin down): -1.81 / -3.60 eV
* spin multiplicity: 2
* HOMO (spin up / spin down): -0.3498 / -0.3496 Ha
* charge: +1
* HOMO-LUMO gap (spin up / spin down): 7.71 / 5.91 eV

***

3.
Below is a molecular structure, C42H32AsBrI2N8O10RuS2, with properties calculated with ωB97M-V/def2-TZVPD.

Atoms and positions in Å:
C (-0.8834, 4.6145, -4.2524)
C (-4.6111, 0.1137, -2.5093)
C (4.5445, 0.0359, -3.5013)
H (0.9991, 5.6142, -4.0214)
H (-4.9330, 2.0984, 5.4813)
N (-0.1319, -1.1079, 1.9941)
C (3.1208, -4.0320, -2.2422)
N (1.8477, -0.3565, 2.6262)
H (1.2468, -0.2593, -1.9258)
H (1.5363, -1.9824, 6.0001)
C (-3.1387, 0.0615, 2.6399)
H (-4.6976, 0.9659, 6.6770)
C (0.4934, 4.4698, -2.2813)
C (-6.3105, 4.7467, 0.0788)
O (-0.7134, -0.7424, -1.5404)
H (-7.3077, 4.3727, -1.7854)
C (2.8613, -0.2385, 3.4624)
H (-3.6888, -1.1772, 6.2632)
H (-1.0492, 4.9914, -5.2533)
C (-2.6360, 0.4455, -3.8582)
H (1.3939, 4.7382, -1.7432)
C (0.7660, -2.6089, -1.8973)
H (2.7190, 0.9125, -2.8552)
C (-4.2162, -1.2706, -4.4325)
C (-3.5349, -0.8344, 5.2462)
C (-5.1814, 4.5057, 0.8513)
C (-0.4325, 3.6186, -1.6933)
I (2.9361, 1.8768, 0.0471)
C (4.2439, 1.0066, -1.3269)
O (-1.2349, -3.2946, 2.5848)
C (0.7625, -1.0929, 3.0044)
H (-4.3467, 1.7357, 3.1905)
C (0.2691, 4.9624, -3.5584)
S (-1.4942, -2.0107, 1.9981)
C (-3.9081, 0.7993, 3.5167)
O (-2.0420, 1.4044, -0.1996)
H (-2.3850, -0.8880, -5.5041)
C (3.7405, 0.6828, -2.5778)
C (1.8214, -2.3582, -0.9541)
S (-0.8886, 3.9739, 2.8968)
N (2.1593, -5.1843, -4.1882)
C (-3.4333, 0.8058, -2.7782)
H (4.1072, -0.2359, -4.4541)
C (-4.1647, 3.6975, 0.3632)
C (-1.8125, 3.7672, -3.6693)
C (-2.5697, -1.1300, 3.0750)
H (-3.2817, 3.4970, 0.9620)
N (4.1985, -2.9331, -0.3936)
H (-4.5184, -2.0886, -5.0745)
O (1.1710, -5.4032, -4.8594)
As (-2.7963, 2.0752, -1.4943)
C (0.4504, 0.1224, -1.2872)
C (2.0403, -4.2320, -3.0923)
C (2.8161, -0.8334, 4.7106)
C (-3.0313, -0.5969, -4.6864)
C (3.0073, -3.1228, -1.2321)
H (3.6352, -0.7542, 5.4084)
H (6.4987, -0.7598, -3.9000)
C (5.8632, -0.2541, -3.1845)
N (-4.9041, 1.1149, 5.7018)
O (1.7704, -1.6400, 0.0772)
C (5.5640, 0.7171, -1.0099)
H (-7.1047, 5.3741, 0.4637)
N (-0.5294, -1.9762, -1.8702)
C (-4.1068, 0.3668, 4.8297)
I (1.0108, -0.5602, -4.9551)
H (-5.4984, 2.9395, -2.6690)
C (-0.2524, 2.7105, 2.1016)
C (1.6486, -1.5199, 5.0242)
H (-0.2721, 3.2106, -0.7001)
H (-5.9167, -1.4648, -3.1326)
O (3.2387, -5.7253, -4.3494)
C (0.8740, -3.5309, -2.9314)
H (0.1085, 1.0763, -1.6767)
C (-1.5812, 3.2670, -2.3932)
C (-4.2850, 3.1378, -0.9050)
C (-6.4255, 4.1857, -1.1861)
O (4.9435, -3.8917, -0.2768)
C (-5.0051, -0.9201, -3.3433)
C (6.3763, 0.0908, -1.9435)
H (-2.9516, 0.4183, 1.6324)
H (0.0546, -3.6752, -3.6176)
H (-5.0881, 4.9473, 1.8356)
C (-2.7600, -1.5783, 4.3720)
Br (6.3086, 1.1352, 0.6774)
H (-2.2866, -2.4986, 4.6868)
H (3.7123, 0.3396, 3.1188)
Ru (0.9389, 0.1422, 0.6868)
O (4.4485, -1.8208, 0.0162)
H (-2.7022, 3.4800, -4.2182)
O (-2.0020, -1.9471, 0.6575)
O (-1.4941, -2.5752, -2.2159)
N (0.6171, -1.6593, 4.2028)
H (-5.2092, 0.3682, -1.6415)
N (0.2125, 1.8083, 1.5228)
H (-1.6864, 0.9325, -4.0507)
H (4.0405, -4.5797, -2.3822)
H (7.4012, -0.1369, -1.6850)
C (-5.4088, 3.3818, -1.6833)

* energy relative to the best compared isomer or geometry (same formula, charge and spin): 0.000 eV
* LUMO (spin up / spin down): 0.66 / 0.57 eV
* spin multiplicity: 2
* HOMO (spin up / spin down): -0.1930 / -0.1930 Ha
* charge: -1
* HOMO-LUMO gap (spin up / spin down): 5.91 / 5.82 eV

***

4.
Below is a molecular structure, C29H55GeN3OPbSSi3, with properties calculated with ωB97M-V/def2-TZVPD.

Atoms and positions in Å:
C (-1.9316, -2.2943, -2.7339)
C (-2.4906, 2.2985, 3.3896)
H (-0.0293, -2.8614, 5.3369)
H (0.5020, -1.0489, -5.5805)
C (-0.8429, -2.4614, -3.6387)
H (1.0993, -4.1013, 4.7978)
S (2.5878, 2.3046, -1.9166)
H (-2.8041, 0.5851, 6.3639)
C (-1.8703, 0.3838, 5.8326)
C (2.5472, 1.3568, 5.1317)
H (-3.1751, 2.7872, 4.0875)
H (-1.0036, -2.9754, 1.0671)
H (2.0160, -2.4334, 0.8584)
H (-0.6082, -0.0538, -4.6265)
H (-1.5813, 1.4436, -3.2294)
H (-3.2439, 2.7005, -0.1280)
Si (0.6065, -2.5424, 2.9392)
H (-0.7520, -4.4124, 2.0601)
C (-3.4931, 1.6821, -0.3937)
C (-2.8660, -0.4798, -1.3296)
H (3.4825, 1.8749, 5.3563)
C (-0.8845, -3.3283, 2.0953)
Si (-2.1391, 0.5462, 3.9823)
H (-1.8576, 2.9671, -2.3727)
H (3.1746, 0.3318, 1.2374)
C (4.1998, 3.5266, -3.6787)
C (3.5336, 0.5754, 2.2410)
C (2.1368, -2.8236, 1.8709)
H (-1.1304, 1.1017, 6.1912)
N (0.3301, -1.6007, -3.5281)
C (-3.3059, -0.7236, 3.2337)
H (6.0618, 2.6198, -3.0039)
H (4.4485, 3.7403, -4.7169)
H (-1.5905, 2.9127, 3.3386)
N (-1.8478, -1.2185, -1.8841)
C (2.7362, 3.1211, -3.5450)
H (-0.1142, -3.5013, -5.3644)
H (-0.1965, 2.4176, -2.6959)
N (-1.1811, 1.3493, -1.1565)
C (-0.7001, 2.2265, -0.0718)
C (0.3437, -0.5814, -4.6066)
H (4.7107, 2.7748, -0.9982)
C (1.7868, 3.1199, 2.6122)
C (5.0097, 2.3626, -3.1146)
H (-5.5504, 1.9491, 0.1424)
C (-4.2121, -0.8726, -1.1659)
H (2.4350, 2.3796, -4.2859)
C (-5.1589, -0.0222, -0.6377)
H (-2.0374, -4.9985, -5.5353)
H (3.8805, -0.3458, 2.7102)
C (-2.9680, -3.2519, -2.7946)
H (-6.1834, -0.3588, -0.5533)
H (4.4038, 1.2293, 2.1430)
C (-2.5270, 0.8379, -0.9040)
H (-4.5451, -1.8511, -1.4534)
H (-1.8141, -3.1317, 2.6287)
H (-3.1377, -0.8469, 2.1612)
H (2.0462, 3.9637, -3.5742)
C (-0.9123, -3.4066, -4.6396)
H (-1.2512, 3.1665, -0.0213)
C (-3.0070, -4.2104, -3.7816)
H (-3.1843, -1.6936, 3.7177)
C (4.3889, 2.0578, -1.7560)
H (4.5581, 1.0446, -1.3947)
C (-4.8106, 1.2639, -0.2483)
H (1.7566, 1.8474, 5.7022)
H (4.3928, 4.4294, -3.0953)
H (1.6931, -2.4891, 5.1838)
H (-1.5460, -0.6190, 6.1156)
H (2.6477, 0.3322, 5.4954)
H (1.7500, -2.8269, -4.5643)
H (0.3445, 2.4695, -0.2514)
H (2.3215, -3.8981, 1.7910)
H (-3.8214, -4.9212, -3.8060)
Pb (0.3421, -0.6205, -1.2787)
C (-1.2047, 2.0944, -2.4421)
H (3.0304, -2.3748, 2.3034)
Ge (0.1845, -0.0785, 3.1718)
H (2.4245, -1.7243, -3.3659)
H (-3.7151, -3.2970, -2.0224)
H (-2.9690, 2.2959, 2.4088)
C (1.5862, -2.3894, -3.5795)
H (4.9396, 1.4939, -3.7711)
H (1.5588, -3.1909, -2.8417)
C (-2.0000, -4.2672, -4.7397)
H (1.1516, 0.1240, -4.4144)
H (2.4669, 3.8582, 3.0435)
O (1.9827, 0.9158, -2.1912)
H (1.8941, 3.1648, 1.5264)
C (0.8631, -3.0367, 4.7334)
H (-0.7907, 1.7151, 0.8901)
H (0.7738, 3.4331, 2.8711)
H (-4.3456, -0.4186, 3.3753)
Si (2.2015, 1.4077, 3.2854)

* energy relative to the best compared isomer or geometry (same formula, charge and spin): 0.248 eV
* LUMO (spin up / spin down): -9.34 / -10.08 eV
* spin multiplicity: 2
* HOMO (spin up / spin down): -0.5825 / -0.5929 Ha
* charge: +3
* HOMO-LUMO gap (spin up / spin down): 6.51 / 6.05 eV